Record 1
{
  "formula": "C3H5N3O",
  "method": "the ωB97M-V functional and the def2-TZVPD basis",
  "lumo_energy_ha": 0.0291,
  "homo_lumo_gap_ev": 10.3,
  "charge": 0,
  "e_above_lowest_kj_mol": 251.4,
  "homo_energy_ev": -9.53,
  "smiles": "NCc1nnco1",
  "elements": ["C", "H", "H", "O", "H", "C", "N", "N", "N", "H", "H", "C"],
  "xyz": [[-0.212, -0.625, -0.899], [-0.952, -0.021, -2.825], [-0.433, 1.232, -1.801], [0.794, -0.681, 1.149], [0.748, -1.154, -1.228], [-0.037, 0.074, 0.278], [-0.505, 1.126, 0.850], [0.080, 1.213, 2.056], [-0.883, 0.304, -1.885], [-0.911, -1.507, -0.899], [1.482, -0.074, 2.990], [0.827, 0.113, 2.214]]
}



Record 2
{
  "formula": "C3H5N3O",
  "method": "the ωB97M-V functional and the def2-TZVPD basis",
  "lumo_energy_ha": [0.0019, 0.0005],
  "homo_lumo_gap_ev": [8.6, 8.6],
  "charge": 0,
  "e_above_lowest_kj_mol": 697.9,
  "homo_energy_ev": [-8.58, -8.56],
  "elements": ["C", "C", "N", "H", "H", "C", "H", "H", "O", "H", "N", "N"],
  "xyz": [[-1.310, 0.763, 0.381], [-0.276, -0.079, -0.399], [-2.524, 0.508, 0.317], [-3.209, 0.975, 1.037], [1.643, -1.369, -1.500], [1.643, -1.308, -0.449], [-0.390, -0.197, -1.459], [2.343, -0.610, -0.309], [-0.781, 1.868, 1.158], [1.897, -2.249, -0.042], [0.621, -0.644, 0.180], [0.343, 2.341, 1.086]]
}



Record 3
{
  "formula": "C3H5N3O",
  "method": "the ωB97M-V functional and the def2-TZVPD basis",
  "lumo_energy_ha": 0.0062,
  "homo_lumo_gap_ev": 8.5,
  "charge": 0,
  "e_above_lowest_kj_mol": 540.2,
  "homo_energy_ev": -8.31,
  "elements": ["H", "H", "N", "N", "C", "O", "C", "H", "H", "H", "N", "C"],
  "xyz": [[0.518, -2.350, -1.080], [-2.060, 2.056, 0.563], [-1.422, 1.278, 0.466], [-1.683, 0.307, -0.444], [-0.763, -0.641, -0.210], [1.387, -2.013, -0.786], [1.232, -0.696, -0.709], [0.919, -0.148, -1.596], [0.047, 1.658, 1.962], [2.076, -0.247, -0.196], [0.098, -0.206, 0.834], [-0.350, 1.002, 1.197]]
}



Record 4
{
  "formula": "C3H5N3O",
  "method": "the ωB97M-V functional and the def2-TZVPD basis",
  "lumo_energy_ha": 0.0375,
  "homo_lumo_gap_ev": 9.7,
  "charge": 0,
  "e_above_lowest_kj_mol": 487.6,
  "homo_energy_ev": -8.72,
  "elements": ["N", "N", "O", "H", "H", "C", "N", "H", "C", "H", "H", "C"],
  "xyz": [[1.894, 0.837, 0.108], [0.703, 0.997, 0.530], [-2.023, 0.285, -1.006], [-2.238, 1.055, 0.858], [2.519, 1.555, 0.469], [-0.286, 0.319, 0.646], [0.505, -1.457, -0.257], [-1.545, -0.449, -1.419], [-1.736, 0.214, 0.368], [2.666, -1.406, -0.696], [-2.108, -0.716, 0.813], [1.648, -1.234, -0.412]]
}



Record 5
{
  "formula": "C3H5N3O",
  "method": "the ωB97M-V functional and the def2-TZVPD basis",
  "lumo_energy_ha": 0.0167,
  "homo_lumo_gap_ev": 9.5,
  "charge": 0,
  "e_above_lowest_kj_mol": 404.2,
  "homo_energy_ev": -9.01,
  "smiles": "[H]/N=N\\CCN=C=O",
  "elements": ["C", "N", "N", "H", "O", "C", "N", "H", "H", "C", "H", "H"],
  "xyz": [[2.026, -0.881, 0.025], [0.965, -0.349, 0.127], [-0.669, 1.529, 0.005], [-0.246, -0.205, 1.690], [3.165, -0.998, -0.145], [-0.315, -0.501, 0.708], [0.366, 1.565, -0.642], [0.439, 0.877, -1.452], [-0.624, -1.668, 0.614], [-1.339, 0.305, -0.081], [-1.298, -0.056, -1.119], [-2.470, 0.382, 0.270]]
}



Record 6
{
  "formula": "C3H5N3O",
  "method": "the ωB97M-V functional and the def2-TZVPD basis",
  "lumo_energy_ha": 0.0371,
  "homo_lumo_gap_ev": 9.9,
  "charge": 0,
  "e_above_lowest_kj_mol": 375.5,
  "homo_energy_ev": -8.89,
  "smiles": "[H]/N=C/N=C1/CON1",
  "elements": ["H", "O", "H", "H", "C", "N", "H", "C", "C", "H", "N", "N"],
  "xyz": [[1.618, 2.044, 0.743], [1.935, -0.007, 1.156], [-2.509, -0.026, -1.450], [-1.516, -2.028, -1.794], [1.101, 1.188, 1.183], [0.921, -0.618, 0.372], [0.731, 1.407, 2.189], [-1.527, -0.279, -1.039], [0.129, 0.464, 0.282], [1.054, -1.485, -0.136], [-0.989, 0.750, -0.286], [-0.947, -1.410, -1.218]]
}



Record 7
{
  "formula": "C3H5N3O2S",
  "method": "the ωB97M-V functional and the def2-TZVPD basis",
  "lumo_energy_ha": [-0.0415, -0.0193],
  "homo_lumo_gap_ev": [7.0, 8.3],
  "charge": 0,
  "e_above_lowest_kj_mol": 561.0,
  "homo_energy_ev": [-8.18, -8.82],
  "elements": ["C", "N", "H", "H", "O", "C", "H", "N", "H", "O", "H", "C", "N", "S"],
  "xyz": [[0.080, -2.304, 0.776], [-1.115, -0.959, -0.776], [-1.943, -1.054, -1.421], [-1.919, 1.431, -1.488], [1.681, 1.460, 2.390], [-0.793, 0.308, -0.137], [-0.515, 2.160, -0.591], [-0.586, -2.050, -0.184], [0.702, -3.131, 1.023], [0.599, 2.817, 0.722], [-0.486, 2.272, 2.632], [-0.141, 0.396, 0.993], [-1.106, 1.427, -0.858], [0.458, 1.805, 1.704]]
}



Record 8
{
  "formula": "C3H5N3O2S",
  "method": "the ωB97M-V functional and the def2-TZVPD basis",
  "spin_multiplicity": 3,
  "lumo_energy_ha": [0.0138, -0.0731],
  "homo_lumo_gap_ev": [7.9, 6.4],
  "charge": 0,
  "e_above_lowest_kj_mol": 0.0,
  "homo_energy_ev": [-7.52, -8.37],
  "elements": ["H", "O", "C", "N", "C", "C", "S", "O", "H", "N", "N", "H", "H", "H"],
  "xyz": [[-2.708, -1.348, 0.605], [-2.877, 0.946, 0.306], [-1.686, 0.857, 0.118], [0.332, -0.539, 0.154], [2.555, -0.068, -0.468], [-0.953, -0.431, 0.275], [4.261, 0.176, 0.170], [-0.902, 1.870, -0.243], [2.579, -1.041, -0.966], [-1.738, -1.543, 0.403], [1.404, 0.080, 0.357], [-1.331, -2.360, 0.825], [2.481, 0.709, -1.239], [-1.416, 2.693, -0.295]]
}



Record 9
{
  "formula": "C3H5N3O8",
  "method": "the ωB97M-V functional and the def2-TZVPD basis",
  "lumo_energy_ha": -0.0719,
  "homo_lumo_gap_ev": 8.8,
  "charge": 0,
  "e_above_lowest_kj_mol": 252.4,
  "homo_energy_ev": -10.79,
  "elements": ["O", "H", "N", "C", "O", "H", "O", "H", "O", "N", "C", "O", "H", "N", "O", "O", "H", "C", "O"],
  "xyz": [[-0.913, -3.881, 1.380], [-0.811, 0.610, 0.936], [-1.881, -0.780, 3.960], [-1.785, -1.758, 1.337], [-3.124, -0.228, 0.175], [0.584, 0.585, -1.234], [-2.980, -2.295, -0.469], [-0.773, -0.654, -1.240], [-0.605, -1.338, 1.181], [-1.830, -3.174, 1.683], [0.249, -0.335, -0.793], [-2.868, -3.559, 2.183], [0.845, 0.055, 1.115], [-2.798, -1.355, 0.230], [-0.852, -1.418, 3.948], [-2.265, 0.010, 4.739], [0.947, -1.192, -0.910], [-0.096, -0.148, 0.678], [-2.707, -1.036, 2.960]]
}



Record 10
{
  "formula": "C3H5N3OS",
  "method": "the ωB97M-V functional and the def2-TZVPD basis",
  "lumo_energy_ha": 0.0013,
  "homo_lumo_gap_ev": 8.0,
  "charge": 0,
  "e_above_lowest_kj_mol": 334.5,
  "homo_energy_ev": -7.92,
  "smiles": "[H]/N=c1\\[nH]c(S)c(N)o1",
  "elements": ["C", "H", "H", "N", "N", "S", "H", "N", "H", "C", "H", "C", "O"],
  "xyz": [[0.738, -0.569, 0.024], [-2.395, -1.333, -1.079], [-1.097, -2.541, -0.828], [1.037, 0.864, 0.115], [-0.059, 2.871, -0.251], [1.813, -1.649, 0.824], [1.231, 1.265, 1.100], [-1.582, -1.563, -0.533], [0.817, -2.117, 2.059], [0.023, 1.557, -0.314], [0.966, 3.110, -0.061], [-0.561, -0.546, -0.422], [-0.931, 0.652, -0.635]]
}



Record 11
{
  "formula": "C3H5N3OS",
  "method": "the ωB97M-V functional and the def2-TZVPD basis",
  "lumo_energy_ha": 0.0026,
  "homo_lumo_gap_ev": 9.4,
  "charge": 0,
  "e_above_lowest_kj_mol": 430.9,
  "homo_energy_ev": -9.30,
  "smiles": "CCSc1nnon1",
  "elements": ["O", "C", "N", "H", "H", "H", "C", "S", "H", "N", "C", "H", "N"],
  "xyz": [[-2.906, 0.741, -0.237], [-1.293, -0.648, -0.315], [-2.444, -1.269, 0.300], [1.958, 0.112, 1.497], [2.104, -1.000, -0.682], [2.447, 1.308, 0.147], [1.659, 0.750, 0.654], [0.122, -1.442, -0.090], [1.087, 0.197, -1.509], [-1.590, 0.540, -0.678], [1.325, -0.274, -0.542], [0.942, 1.437, 1.010], [-3.411, -0.451, 0.445]]
}



Record 12
{
  "formula": "C3H5N3OS",
  "method": "the ωB97M-V functional and the def2-TZVPD basis",
  "lumo_energy_ha": 0.0233,
  "homo_lumo_gap_ev": 9.6,
  "charge": 0,
  "e_above_lowest_kj_mol": 275.1,
  "homo_energy_ev": -9.00,
  "smiles": "SNC1=NN=CCO1",
  "elements": ["H", "C", "N", "N", "C", "O", "H", "S", "N", "C", "H", "H", "H"],
  "xyz": [[-1.862, -1.968, -0.148], [2.126, 0.009, 0.092], [-1.775, -0.943, -0.246], [1.759, -1.188, 0.034], [1.081, 1.141, 0.199], [-0.166, 0.712, -0.343], [-3.496, 0.548, -0.970], [-3.133, 0.024, 0.262], [0.407, -1.463, 0.256], [-0.451, -0.579, -0.079], [3.255, 0.172, 0.040], [1.367, 2.046, -0.340], [0.887, 1.491, 1.244]]
}



Record 13
{
  "formula": "C3H5N3OS",
  "method": "the ωB97M-V functional and the def2-TZVPD basis",
  "lumo_energy_ha": 0.0040,
  "homo_lumo_gap_ev": 8.7,
  "charge": 0,
  "e_above_lowest_kj_mol": 453.7,
  "homo_energy_ev": -8.60,
  "smiles": "C=N/N=C\\ONC=S",
  "elements": ["C", "O", "N", "H", "H", "H", "H", "C", "H", "N", "N", "C", "S"],
  "xyz": [[-1.387, 0.263, -0.770], [-0.375, 1.182, -0.660], [-0.542, -1.213, 0.723], [1.658, 2.444, -1.379], [-0.155, -1.950, 2.533], [-2.010, -1.917, 2.109], [1.073, -0.007, 0.072], [1.943, 1.458, -1.057], [-2.101, 0.597, -1.499], [-1.628, -0.831, -0.125], [0.940, 0.679, -0.657], [-0.953, -1.714, 1.835], [3.537, 1.009, -1.125]]
}



Record 14
{
  "formula": "C3H5N3OS2",
  "method": "the ωB97M-V functional and the def2-TZVPD basis",
  "lumo_energy_ha": 0.0135,
  "homo_lumo_gap_ev": 8.7,
  "charge": 0,
  "e_above_lowest_kj_mol": 6.9,
  "homo_energy_ev": -8.36,
  "elements": ["H", "H", "C", "C", "S", "N", "C", "H", "S", "N", "H", "N", "H", "O"],
  "xyz": [[-3.274, -2.310, -1.232], [2.262, 2.027, 0.515], [-0.381, -0.553, -0.185], [1.086, 0.654, 1.068], [-1.181, -1.308, -1.628], [-2.731, -1.439, -1.034], [0.727, 0.237, -0.269], [2.251, 1.955, 2.159], [-0.845, -0.797, 1.414], [2.233, 1.385, 1.343], [1.328, -0.101, -1.856], [0.357, 0.193, 2.011], [-3.276, -0.614, -0.956], [1.444, 0.671, -1.349]]
}



Record 15
{
  "formula": "C3H5N3S",
  "method": "the ωB97M-V functional and the def2-TZVPD basis",
  "lumo_energy_ha": -0.0017,
  "homo_lumo_gap_ev": 9.1,
  "charge": 0,
  "e_above_lowest_kj_mol": 298.1,
  "homo_energy_ev": -9.16,
  "smiles": "C=N/N=C\\C=N/S",
  "elements": ["N", "C", "S", "C", "H", "H", "H", "N", "H", "H", "C", "N"],
  "xyz": [[-0.829, -1.473, 0.878], [-2.688, -0.497, 1.665], [2.279, 1.005, -0.711], [0.054, -0.839, 0.218], [2.723, 1.954, -1.552], [-2.188, -0.212, 2.576], [1.068, -1.178, 0.325], [0.651, 1.080, -1.217], [-3.734, -0.240, 1.553], [-1.223, 0.358, -1.072], [-0.195, 0.278, -0.725], [-2.127, -1.095, 0.711]]
}



Record 16
{
  "formula": "C3H5N3S",
  "method": "the ωB97M-V functional and the def2-TZVPD basis",
  "lumo_energy_ha": 0.0200,
  "homo_lumo_gap_ev": 8.8,
  "charge": 0,
  "e_above_lowest_kj_mol": 208.9,
  "homo_energy_ev": -8.30,
  "smiles": "Cc1snnc1N",
  "elements": ["H", "S", "N", "N", "H", "C", "H", "C", "N", "H", "H", "C"],
  "xyz": [[-1.784, 0.765, -0.241], [1.955, 1.137, 0.221], [-0.619, -1.743, -0.199], [2.574, -0.336, 0.045], [-0.369, -2.389, -0.950], [0.446, -0.929, 0.049], [-1.070, 2.052, 1.017], [0.340, 0.570, 0.237], [1.730, -1.263, -0.040], [-1.528, -1.570, 0.253], [-0.789, 2.279, -0.524], [-0.887, 1.427, 0.132]]
}



Record 17
{
  "formula": "C3H5N3S",
  "method": "the ωB97M-V functional and the def2-TZVPD basis",
  "lumo_energy_ha": -0.0158,
  "homo_lumo_gap_ev": 8.2,
  "charge": 0,
  "e_above_lowest_kj_mol": 513.9,
  "homo_energy_ev": -8.60,
  "elements": ["H", "C", "S", "H", "H", "N", "C", "N", "H", "C", "N", "H"],
  "xyz": [[2.690, -1.661, 1.074], [-0.789, 0.503, -0.160], [1.845, -0.395, -0.470], [-1.777, 1.576, 1.142], [-2.540, -0.209, 0.725], [1.417, 1.316, -0.274], [-0.298, -0.677, -0.856], [2.177, -0.692, 0.992], [-0.319, -0.331, -1.967], [-1.913, 0.655, 0.528], [0.239, 1.553, -0.189], [-0.731, -1.637, -0.545]]
}



Record 18
{
  "formula": "C3H5N3S",
  "method": "the ωB97M-V functional and the def2-TZVPD basis",
  "lumo_energy_ha": -0.0441,
  "homo_lumo_gap_ev": 8.1,
  "charge": 0,
  "e_above_lowest_kj_mol": 810.3,
  "homo_energy_ev": -9.27,
  "elements": ["H", "H", "H", "C", "S", "H", "N", "C", "N", "C", "N", "H"],
  "xyz": [[0.485, -3.377, 0.577], [2.789, 0.623, -0.608], [-1.028, 0.626, 1.941], [0.595, -1.458, 0.384], [-0.723, -0.203, -0.037], [0.430, 1.817, -1.034], [1.727, -1.071, 0.066], [1.800, 0.237, -0.417], [-1.533, -0.624, -1.254], [0.640, 0.840, -0.651], [-1.545, 0.383, 1.112], [-2.472, -0.914, -1.035]]
}



Record 19
{
  "formula": "C3H5N3S",
  "method": "the ωB97M-V functional and the def2-TZVPD basis",
  "lumo_energy_ha": 0.0286,
  "homo_lumo_gap_ev": 9.2,
  "charge": 0,
  "e_above_lowest_kj_mol": 357.2,
  "homo_energy_ev": -8.46,
  "smiles": "C#C/C(=N/N)NS",
  "elements": ["S", "N", "H", "C", "H", "H", "H", "N", "C", "N", "H", "C"],
  "xyz": [[1.092, 0.614, 2.102], [-0.160, 0.435, 0.957], [-2.618, 0.739, -1.592], [2.364, -1.176, -0.974], [-2.451, 0.122, -0.070], [3.241, -1.692, -1.217], [0.783, -0.395, 2.922], [-0.832, 0.093, -1.252], [1.323, -0.641, -0.671], [-1.999, 0.699, -0.808], [-0.824, 1.209, 0.935], [0.080, -0.007, -0.330]]
}



Record 20
{
  "formula": "C3H5N3S",
  "method": "the ωB97M-V functional and the def2-TZVPD basis",
  "lumo_energy_ha": -0.0156,
  "homo_lumo_gap_ev": 8.6,
  "charge": 0,
  "e_above_lowest_kj_mol": 448.0,
  "homo_energy_ev": -8.97,
  "elements": ["C", "H", "N", "C", "H", "S", "N", "N", "C", "H", "H", "H"],
  "xyz": [[-0.711, 0.403, -0.435], [1.800, 1.161, 0.859], [0.793, -1.506, -1.042], [0.664, -0.326, -0.294], [2.772, -0.399, 0.466], [-1.471, -0.538, -1.937], [-2.662, -1.387, -1.603], [-0.102, -1.641, -1.844], [1.796, 0.207, 0.369], [-0.423, 1.495, -0.465], [-1.404, 0.183, 0.398], [-2.742, -1.764, -0.637]]
}